## w
ORCA calculation (ωB97M-V/def2-TZVPD) on the molecule C14H18N4O2S.

Its SMILES is CC(C)Sc1nnc(OC(=O)N(C)C)n1-c1ccccc1. The orbital gap comes out at 8.9 eV. The molar mass comes out at 306.391 g mol⁻¹. Its HOMO energy is -0.3024 Ha.

Element x y z (Å)
C (-4.731, -0.800, -1.191)
C (-4.565, -0.062, 0.124)
C (-4.664, -0.976, 1.330)
S (-2.981, 0.880, 0.149)
C (-1.792, -0.370, -0.002)
N (-1.994, -1.659, -0.049)
N (-0.803, -2.265, -0.197)
C (0.101, -1.341, -0.256)
O (1.417, -1.553, -0.444)
C (2.270, -1.031, 0.513)
O (1.874, -0.440, 1.485)
N (3.554, -1.261, 0.205)
C (4.001, -1.985, -0.960)
C (4.584, -0.766, 1.087)
N (-0.457, -0.089, -0.143)
C (0.209, 1.150, -0.177)
C (1.137, 1.391, -1.183)
C (1.819, 2.593, -1.206)
C (1.571, 3.553, -0.239)
C (0.639, 3.309, 0.756)
C (-0.044, 2.108, 0.795)
H (-5.722, -1.248, -1.233)
H (-3.987, -1.589, -1.265)
H (-4.621, -0.120, -2.033)
H (-5.296, 0.750, 0.199)
H (-3.910, -1.757, 1.260)
H (-4.516, -0.417, 2.251)
H (-5.649, -1.438, 1.356)
H (4.554, -1.318, -1.627)
H (3.151, -2.401, -1.490)
H (4.663, -2.798, -0.652)
H (4.110, -0.233, 1.907)
H (5.173, -1.596, 1.484)
H (5.246, -0.087, 0.545)
H (1.318, 0.641, -1.940)
H (2.543, 2.781, -1.985)
H (2.107, 4.490, -0.261)
H (0.448, 4.054, 1.512)
H (-0.756, 1.903, 1.578)

## x
ORCA calculation (ωB97M-V/def2-TZVPD) on the molecule C14H18N4O2S.

Its SMILES is COCC/N=C1/NN=C(c2ccc(NC(C)=O)cc2)CS1. The orbital gap comes out at 8.3 eV. The molar mass comes out at 306.391 g mol⁻¹. Its HOMO energy is -0.2848 Ha.

Element x y z (Å)
C (4.708, 2.633, 1.278)
O (4.611, 1.549, 0.396)
C (5.738, 0.709, 0.414)
C (5.481, -0.456, -0.545)
N (4.448, -1.306, -0.042)
C (3.232, -1.064, -0.286)
N (2.285, -1.879, 0.279)
N (0.960, -1.658, 0.384)
C (0.334, -1.013, -0.531)
C (-1.091, -0.770, -0.327)
C (-1.795, -1.577, 0.571)
C (-3.139, -1.384, 0.791)
C (-3.829, -0.369, 0.126)
N (-5.191, -0.221, 0.392)
C (-6.085, 0.667, -0.140)
C (-7.476, 0.487, 0.434)
O (-5.813, 1.502, -0.970)
C (-3.135, 0.450, -0.760)
C (-1.787, 0.246, -0.981)
C (1.046, -0.562, -1.769)
S (2.613, 0.269, -1.300)
H (4.816, 2.295, 2.317)
H (5.564, 3.274, 1.027)
H (3.786, 3.202, 1.174)
H (5.910, 0.320, 1.430)
H (6.636, 1.262, 0.095)
H (5.212, -0.031, -1.523)
H (6.390, -1.056, -0.633)
H (2.645, -2.469, 1.020)
H (-1.262, -2.361, 1.086)
H (-3.668, -2.023, 1.485)
H (-5.554, -0.874, 1.073)
H (-8.141, 1.224, -0.007)
H (-7.849, -0.510, 0.207)
H (-7.460, 0.620, 1.513)
H (-3.655, 1.243, -1.270)
H (-1.277, 0.915, -1.657)
H (0.486, 0.147, -2.370)
H (1.307, -1.429, -2.381)

Energies relative to the minimum, eV: w 0.000; x 0.839

## w
ORCA calculation (ωB97M-V/def2-TZVPD) on the molecule C3H4FN.

The orbital gap (spin up / spin down) comes out at 8.4 / 8.9 eV. The molar mass comes out at 73.070 g mol⁻¹. Its HOMO energy (spin up / spin down) is -0.2966 / -0.3226 Ha.

Element x y z (Å)
C (-1.062, 1.441, -0.083)
C (0.051, -0.466, 0.432)
C (1.155, 0.237, -0.435)
N (-1.085, 0.363, 0.491)
F (2.232, 0.597, 0.311)
H (-1.783, 2.226, -0.177)
H (-0.220, -1.434, 0.000)
H (0.440, -0.645, 1.440)
H (1.510, -0.307, -1.308)

## x
ORCA calculation (ωB97M-V/def2-TZVPD) on a cluster of 4 separate species, C3H4FN in total.

The orbital gap comes out at 11.7 eV. The molar mass comes out at 73.070 g mol⁻¹. Its HOMO energy is -0.3973 Ha.

Element x y z (Å)
C (2.030, 1.657, -0.667)
C (-0.235, -0.009, -1.037)
C (-0.854, -0.009, -0.013)
N (1.659, 2.566, -0.100)
F (-1.448, 0.001, 1.144)
H (2.216, 0.801, -1.249)
H (-1.387, -2.860, 2.176)
H (0.070, 0.309, -1.995)
H (-2.052, -2.456, 1.742)

## y
ORCA calculation (ωB97M-V/def2-TZVPD) on the molecule C3H4FN.

Its SMILES is C[C@@H](F)C#N. The orbital gap comes out at 12.8 eV. The molar mass comes out at 73.070 g mol⁻¹. Its HOMO energy is -0.4442 Ha.

Element x y z (Å)
C (-0.159, 0.140, -0.314)
C (0.924, -0.723, 0.325)
F (1.069, -1.998, -0.166)
C (2.531, 0.230, 0.180)
N (3.473, 0.800, -0.129)
H (-0.384, -0.136, -1.278)
H (0.161, 1.099, -0.503)
H (-1.131, 0.246, 0.320)
H (0.895, -0.733, 1.346)

Energies relative to the minimum, eV: w 2.414; x 2.944; y 0.000

## w
ORCA calculation (ωB97M-V/def2-TZVPD) on a structure of composition C2H8N4O.

The orbital gap comes out at 7.7 eV. The molar mass comes out at 104.113 g mol⁻¹. Its HOMO energy is -0.2788 Ha.

Element x y z (Å)
C (1.467, 0.747, 0.942)
N (1.050, -0.551, 0.513)
N (-1.195, 0.169, -0.172)
C (-0.089, -0.756, -0.300)
N (-0.979, 1.510, -0.523)
N (-0.652, -2.073, -0.205)
O (0.828, -0.493, -1.244)
H (-2.068, -0.207, 0.182)
H (-1.865, 2.005, -0.521)
H (-0.562, 1.540, -1.454)
H (-0.381, -2.617, -1.016)
H (-0.337, -2.561, 0.624)
H (1.765, 0.675, 1.987)
H (0.707, 1.538, 0.851)
H (2.313, 1.076, 0.336)

## x
ORCA calculation (ωB97M-V/def2-TZVPD) on a cluster of 2 separate species, C2H8N4O in total.

Its SMILES is NN=C=O.CNN. The orbital gap comes out at 9.2 eV. The molar mass comes out at 104.113 g mol⁻¹. Its HOMO energy is -0.3084 Ha.

Element x y z (Å)
N (-0.046, -1.278, -2.234)
N (0.069, 0.096, -2.232)
C (0.099, 1.090, -1.555)
O (0.249, 2.222, -1.291)
H (0.529, -1.642, -2.990)
H (0.228, -1.641, -1.318)
C (-0.454, 0.983, 1.663)
N (-0.343, 0.030, 0.573)
N (0.522, -1.071, 0.813)
H (-0.771, 0.524, 2.611)
H (-1.165, 1.754, 1.378)
H (0.520, 1.456, 1.803)
H (-1.263, -0.320, 0.231)
H (1.475, -0.710, 0.815)
H (0.352, -1.493, 1.732)

## y
ORCA calculation (ωB97M-V/def2-TZVPD) on the molecule C2H8N4O.

Its SMILES is C/N=C(\N)N(N)O. The orbital gap comes out at 9.2 eV. The molar mass comes out at 104.113 g mol⁻¹. Its HOMO energy is -0.3097 Ha.

Element x y z (Å)
C (-2.122, -0.328, 0.031)
N (-0.718, -0.623, 0.167)
C (0.151, 0.322, 0.096)
N (-0.075, 1.667, -0.052)
N (1.454, -0.088, 0.260)
N (1.577, -1.666, 0.128)
O (2.437, 0.813, -0.180)
H (-2.661, -1.276, 0.039)
H (-2.494, 0.267, 0.875)
H (-2.351, 0.210, -0.896)
H (-0.920, 2.027, 0.359)
H (0.734, 2.257, 0.073)
H (1.187, -2.230, 0.879)
H (1.060, -1.863, -0.729)
H (2.739, 0.510, -1.050)

Energies relative to the minimum, eV: w 1.699; x 0.000; y 0.807

## w
ORCA calculation (ωB97M-V/def2-TZVPD) on a structure of composition C33H40BaN3.

As for the total charge: -1. The orbital gap comes out at 4.1 eV. The molar mass comes out at 616.032 g mol⁻¹. Its HOMO energy is -0.0803 Ha.

Element x y z (Å)
Ba (0.739, -0.393, -0.977)
C (2.006, 3.438, 0.968)
C (2.980, 2.295, 0.946)
C (2.953, 1.328, 1.949)
C (3.790, 0.217, 1.908)
C (3.706, -0.849, 2.967)
C (4.688, 0.090, 0.851)
C (4.744, 1.039, -0.162)
C (5.696, 0.874, -1.318)
C (3.881, 2.130, -0.103)
H (1.031, 3.088, 0.602)
H (2.339, 4.260, 0.334)
H (1.858, 3.812, 1.982)
H (2.252, 1.437, 2.767)
H (4.670, -1.336, 3.115)
H (2.989, -1.622, 2.678)
H (3.376, -0.433, 3.919)
H (5.354, -0.768, 0.818)
H (5.248, 0.278, -2.118)
H (6.609, 0.363, -1.009)
H (5.970, 1.840, -1.744)
H (3.907, 2.872, -0.896)
C (-2.416, -2.277, -1.066)
N (-0.956, -2.376, -1.036)
C (-0.432, -3.521, -0.780)
C (0.982, -3.763, -0.634)
C (1.587, -5.004, -0.422)
C (2.958, -4.756, -0.306)
C (3.103, -3.372, -0.449)
N (1.925, -2.755, -0.652)
C (-3.000, -2.667, -2.405)
C (-4.077, -3.540, -2.486)
C (-4.629, -3.882, -3.716)
C (-4.102, -3.356, -4.884)
C (-3.022, -2.483, -4.814)
C (-2.480, -2.144, -3.587)
H (-2.675, -1.235, -0.857)
H (-2.867, -2.895, -0.283)
H (-1.075, -4.398, -0.631)
H (1.081, -5.957, -0.369)
H (3.745, -5.473, -0.130)
H (4.022, -2.800, -0.415)
H (-4.492, -3.953, -1.574)
H (-5.469, -4.565, -3.758)
H (-4.529, -3.619, -5.843)
H (-2.603, -2.065, -5.721)
H (-1.643, -1.456, -3.539)
C (-1.175, -0.908, 2.331)
C (-0.498, 0.450, 2.546)
C (0.032, 0.543, 3.976)
C (-1.407, 1.584, 2.142)
C (-2.225, 2.194, 3.075)
C (-3.064, 3.255, 2.742)
C (-3.040, 3.692, 1.419)
C (-2.250, 3.110, 0.442)
C (-2.365, 3.645, -0.970)
C (-3.063, 2.641, -1.894)
C (-1.020, 4.076, -1.561)
C (-1.405, 1.976, 0.735)
N (-0.684, 1.309, -0.166)
H (-0.488, -1.748, 2.490)
H (-1.565, -0.965, 1.313)
H (-2.016, -1.020, 3.022)
H (0.353, 0.497, 1.854)
H (-0.749, 0.315, 4.707)
H (0.401, 1.548, 4.199)
H (0.841, -0.175, 4.139)
H (-2.215, 1.836, 4.102)
H (-3.700, 3.725, 3.482)
H (-3.666, 4.536, 1.135)
H (-2.998, 4.541, -0.915)
H (-2.450, 1.741, -1.964)
H (-3.206, 3.058, -2.897)
H (-4.039, 2.362, -1.491)
H (-0.322, 3.240, -1.496)
H (-0.606, 4.921, -1.004)
H (-1.133, 4.372, -2.610)

## x
ORCA calculation (ωB97M-V/def2-TZVPD) on a structure of composition C33H40BaN3.

As for the total charge: -1. The orbital gap comes out at 4.1 eV. The molar mass comes out at 616.032 g mol⁻¹. Its HOMO energy is -0.0748 Ha.

Element x y z (Å)
Ba (0.126, -0.603, -0.864)
C (0.287, -2.855, 2.882)
C (0.145, -1.355, 2.867)
C (-1.118, -0.767, 2.867)
C (-1.271, 0.615, 2.804)
C (-2.637, 1.246, 2.803)
C (-0.135, 1.413, 2.723)
C (1.137, 0.857, 2.717)
C (2.356, 1.731, 2.577)
C (1.263, -0.527, 2.805)
H (1.221, -3.159, 3.355)
H (0.274, -3.250, 1.863)
H (-0.542, -3.320, 3.414)
H (-1.997, -1.400, 2.904)
H (-3.394, 0.554, 3.167)
H (-2.916, 1.540, 1.789)
H (-2.653, 2.142, 3.425)
H (-0.246, 2.491, 2.661)
H (2.611, 1.854, 1.522)
H (3.217, 1.291, 3.082)
H (2.180, 2.723, 2.992)
H (2.256, -0.967, 2.804)
C (3.816, -0.143, -2.360)
N (2.522, 0.462, -2.071)
C (2.092, 1.345, -2.904)
C (0.849, 2.049, -2.836)
C (0.423, 3.011, -3.769)
C (-0.806, 3.479, -3.315)
C (-1.062, 2.779, -2.127)
N (-0.074, 1.929, -1.819)
C (3.690, -1.296, -3.328)
C (3.026, -2.458, -2.943)
C (2.824, -3.497, -3.836)
C (3.302, -3.393, -5.135)
C (3.974, -2.247, -5.529)
C (4.163, -1.203, -4.631)
H (4.232, -0.519, -1.420)
H (4.525, 0.596, -2.756)
H (2.712, 1.627, -3.767)
H (0.953, 3.307, -4.663)
H (-1.444, 4.213, -3.782)
H (-1.935, 2.863, -1.493)
H (2.648, -2.547, -1.929)
H (2.271, -4.372, -3.520)
H (3.135, -4.196, -5.842)
H (4.344, -2.154, -6.543)
H (4.677, -0.303, -4.950)
C (-4.811, 0.417, -0.461)
C (-3.797, -0.725, -0.530)
C (-3.972, -1.666, 0.667)
C (-3.838, -1.521, -1.817)
C (-5.027, -1.645, -2.512)
C (-5.136, -2.408, -3.669)
C (-3.987, -3.051, -4.121)
C (-2.770, -2.962, -3.470)
C (-1.595, -3.691, -4.094)
C (-0.978, -4.746, -3.170)
C (-0.525, -2.723, -4.611)
C (-2.620, -2.193, -2.243)
N (-1.460, -2.078, -1.599)
H (-4.633, 1.036, 0.423)
H (-5.832, 0.036, -0.387)
H (-4.749, 1.049, -1.348)
H (-2.788, -0.293, -0.449)
H (-4.960, -2.133, 0.621)
H (-3.891, -1.130, 1.618)
H (-3.213, -2.450, 0.628)
H (-5.912, -1.126, -2.154)
H (-6.075, -2.489, -4.204)
H (-4.043, -3.646, -5.031)
H (-1.993, -4.221, -4.969)
H (-0.641, -4.260, -2.253)
H (-0.133, -5.245, -3.660)
H (-1.718, -5.506, -2.908)
H (-0.090, -2.184, -3.769)
H (-0.970, -1.997, -5.295)
H (0.272, -3.256, -5.141)

Energies relative to the minimum, eV: w 0.000; x 0.175